Entry 1:
{
  "formula": "C2H5N5O2",
  "method": "wB97M-V/def2-TZVPD",
  "symbols": ["C", "C", "N", "N", "N", "N", "N", "O", "O", "H", "H", "H", "H", "H"],
  "coordinates": [[-0.2598, -0.3356, 1.3669], [0.9793, 0.0001, 0.9002], [-0.7529, -0.8500, -0.7342], [-1.2119, -0.6545, 0.4299], [0.9638, -0.0632, -0.4470], [-2.3774, 0.2977, 0.3284], [1.8606, 0.4633, -1.2936], [2.8089, 1.0575, -0.7985], [1.5820, 0.3521, -2.4625], [-0.4400, -0.5698, 2.4106], [1.8072, 0.5365, 1.2495], [-0.2943, -1.7607, -0.8802], [-2.0613, 1.1903, 0.6151], [-2.6042, 0.3362, -0.6844]],
  "atomic_forces_ev_per_a": [[-0.415, -0.439, 1.862], [0.206, 0.180, -3.401], [-0.517, -2.165, -6.126], [-1.896, 1.405, 3.003], [0.068, 0.568, 1.044], [-0.430, -1.928, 0.249], [0.829, 0.259, 0.823], [0.387, 0.489, -0.239], [0.355, -0.161, -0.570], [-0.444, 0.880, 0.032], [1.201, -0.043, 1.721], [-0.439, 0.236, 0.426], [0.563, 1.063, 0.219], [0.531, -0.346, 0.959]],
  "lowdin_charge": [-0.0452, -0.0304, 0.0208, -0.2652, 0.0586, 0.0988, -0.4453, 0.0499, 0.0895, 0.1224, 0.1054, 0.1049, 0.0445, 0.0913],
  "orbital_gap_ev": [6.6, 7.2],
  "e_lumo_ev": [-0.11, -2.74],
  "homo_energy_ev": [-6.70, -9.93],
  "spin_multiplicity": 3,
  "s2": 2.016
}


Entry 2:
{
  "formula": "C35H33BCl4GdN10O4",
  "method": "wB97M-V/def2-TZVPD",
  "symbols": ["Gd", "Cl", "C", "C", "C", "N", "C", "O", "C", "C", "C", "C", "C", "N", "C", "C", "C", "Cl", "N", "C", "O", "C", "C", "C", "C", "C", "N", "H", "H", "H", "H", "H", "H", "H", "H", "H", "H", "C", "C", "C", "C", "C", "N", "N", "B", "N", "N", "C", "C", "C", "C", "C", "N", "N", "C", "C", "C", "C", "C", "H", "H", "H", "H", "H", "H", "H", "H", "H", "H", "H", "H", "H", "H", "H", "H", "H", "H", "H", "H", "H", "H", "Cl", "C", "Cl", "C", "O", "O", "H"],
  "coordinates": [[0.7579, -0.4740, 0.3181], [0.8386, -7.8388, 0.4431], [1.2828, -6.2114, 0.0529], [0.8741, -5.1860, 0.8832], [1.1503, -3.8510, 0.5777], [0.5816, -2.8023, 1.2723], [0.1858, -2.9762, 2.5392], [0.5874, -3.7849, 3.3789], [-0.9859, -2.0933, 2.8994], [-1.4961, -2.1372, 4.1981], [-2.6830, -1.4915, 4.4738], [-3.3488, -0.8612, 3.4314], [-2.7613, -0.8678, 2.1764], [-1.5989, -1.4435, 1.9060], [1.8887, -3.5562, -0.6040], [2.3214, -4.6172, -1.4033], [2.0139, -5.9274, -1.0886], [2.5230, -7.1996, -2.1457], [1.9859, -2.2352, -0.9947], [2.9444, -1.8514, -1.8422], [4.0068, -2.4078, -2.1288], [2.5693, -0.6033, -2.6081], [3.4921, -0.0668, -3.5095], [3.0840, 0.9235, -4.3786], [1.7529, 1.3164, -4.3498], [0.9122, 0.7376, -3.4123], [1.3027, -0.1789, -2.5372], [0.3100, -5.4196, 1.7719], [-0.9355, -2.6681, 4.9518], [-3.0906, -1.4853, 5.4747], [-4.2980, -0.3703, 3.5886], [-3.2523, -0.3749, 1.3458], [2.8885, -4.4070, -2.2952], [4.4994, -0.4585, -3.5123], [3.7807, 1.3744, -5.0729], [1.3752, 2.0553, -5.0388], [-0.1316, 1.0294, -3.3597], [3.2436, 2.3038, -0.9428], [1.8091, 2.6427, -1.1636], [1.2964, 3.7762, -1.8064], [-0.0757, 3.6620, -1.6969], [-1.1260, 4.5858, -2.2076], [-0.3390, 2.5184, -1.0348], [0.8082, 1.8926, -0.7143], [-1.7070, 2.0354, -0.5206], [-1.6074, 1.9428, 1.0118], [-0.7061, 1.1631, 1.6344], [-0.7891, 1.4206, 2.9357], [0.1031, 0.7852, 3.9472], [-1.7874, 2.3759, 3.1650], [-2.2775, 2.6886, 1.9121], [-3.3431, 3.6624, 1.5469], [-2.0824, 0.6722, -1.1311], [-1.3204, -0.4332, -0.9902], [-1.9559, -1.4355, -1.5922], [-1.4495, -2.8334, -1.6529], [-3.1560, -0.9687, -2.1382], [-3.2024, 0.3735, -1.8240], [-4.2807, 1.3388, -2.1750], [3.8392, 2.5557, -1.8182], [3.3642, 1.2423, -0.7248], [3.6209, 2.8776, -0.0950], [1.8451, 4.5600, -2.2902], [-0.6695, 5.3924, -2.7755], [-1.6923, 5.0127, -1.3827], [-1.8257, 4.0560, -2.8512], [-2.5324, 2.8228, -0.8156], [0.5742, -0.1150, 3.5444], [-0.4556, 0.5274, 4.8466], [0.8900, 1.4879, 4.2196], [-2.0979, 2.7870, 4.1064], [-3.7542, 4.1168, 2.4439], [-4.1447, 3.1709, 0.9993], [-2.9383, 4.4456, 0.9095], [-0.4695, -2.9116, -1.1891], [-1.3804, -3.1586, -2.6909], [-2.1389, -3.5006, -1.1349], [-3.8878, -1.5358, -2.6793], [-5.0556, 0.8258, -2.7412], [-3.8898, 2.1560, -2.7785], [-4.7278, 1.7598, -1.2767], [4.2347, 0.1249, 4.1212], [4.2029, 1.0520, 2.6178], [5.6521, 0.7604, 1.6602], [2.9398, 0.6336, 1.8312], [2.9215, -0.4873, 1.2983], [2.0306, 1.4694, 1.8040], [4.1638, 2.1103, 2.8781]],
  "atomic_forces_ev_per_a": [[-0.067, -0.787, -0.224], [-0.037, -0.199, 0.134], [-0.101, 0.227, 0.227], [-0.044, -0.153, -0.112], [0.309, 0.013, -0.382], [0.447, 0.260, 0.026], [-0.037, -0.016, 0.063], [-0.093, 0.145, -0.147], [-0.558, -0.130, 0.231], [0.200, 0.067, -0.117], [-0.008, 0.026, -0.156], [0.067, -0.084, -0.041], [-0.377, 0.193, -0.009], [0.252, -0.422, 0.358], [-0.202, -0.200, 0.401], [-0.049, -0.183, -0.066], [0.070, 0.289, -0.065], [0.148, -0.116, -0.194], [0.114, 0.045, 0.416], [-0.025, -0.016, -0.057], [-0.135, 0.089, 0.051], [0.059, 0.143, -0.612], [0.003, -0.081, 0.182], [-0.133, 0.003, 0.108], [-0.008, -0.142, 0.026], [-0.205, 0.241, -0.208], [0.577, -0.329, 0.021], [0.008, -0.029, 0.022], [0.034, -0.087, 0.008], [-0.046, -0.026, 0.076], [-0.044, 0.045, -0.041], [0.020, 0.104, -0.094], [0.040, -0.012, -0.030], [-0.023, -0.043, 0.054], [0.017, -0.013, -0.055], [-0.091, 0.089, -0.030], [-0.016, 0.064, 0.089], [-0.167, -0.078, 0.097], [-0.200, 0.045, 0.112], [-0.252, -0.109, 0.093], [0.308, 0.106, -0.181], [-0.066, -0.121, 0.104], [-0.181, 0.334, -0.382], [0.446, 0.103, 0.064], [0.564, -0.413, 0.195], [-0.565, 0.219, 0.120], [0.165, 0.082, 0.414], [-0.018, 0.037, -0.209], [0.080, 0.037, -0.153], [0.034, 0.022, -0.281], [-0.033, -0.009, 0.346], [0.097, -0.066, -0.123], [-0.528, 0.244, -0.219], [-0.298, -0.367, -0.258], [-0.060, 0.125, -0.008], [0.153, 0.137, 0.142], [0.112, 0.219, 0.124], [-0.044, -0.309, -0.119], [0.140, 0.101, 0.116], [0.031, -0.053, -0.047], [0.150, 0.064, -0.009], [0.069, -0.068, 0.039], [0.103, 0.171, -0.076], [0.045, 0.033, -0.013], [-0.119, 0.119, 0.015], [-0.104, 0.029, -0.077], [-0.296, 0.239, -0.107], [0.022, 0.121, 0.193], [0.014, -0.088, -0.031], [0.100, -0.051, 0.003], [-0.060, 0.075, 0.145], [-0.022, 0.021, 0.067], [-0.135, 0.034, -0.045], [-0.060, 0.145, -0.054], [-0.041, -0.110, -0.077], [0.078, -0.040, -0.013], [0.044, -0.049, 0.052], [-0.137, -0.081, -0.114], [0.008, -0.013, -0.004], [-0.059, 0.123, -0.022], [-0.090, 0.131, 0.018], [0.042, -0.098, 0.331], [-0.241, 0.056, -0.141], [0.286, 0.041, -0.118], [0.538, 1.082, 0.678], [0.250, -0.931, -0.372], [-0.139, 0.041, 0.036], [-0.032, -0.256, -0.104]],
  "lowdin_charge": [1.6818, 0.6325, -0.6966, -0.0402, -0.2212, 0.0072, -0.4927, 0.0322, -0.2103, -0.0148, -0.0668, -0.0574, -0.1396, 0.0946, -0.2220, -0.0369, -0.6964, 0.6328, 0.0016, -0.4910, 0.0303, -0.1975, -0.0082, -0.0656, -0.0592, -0.1415, 0.0861, 0.1044, 0.1169, 0.1028, 0.1004, 0.1099, 0.1039, 0.1167, 0.1033, 0.0999, 0.1115, -0.0183, -0.3374, 0.0115, -0.2794, -0.0243, 0.0322, 0.0097, -0.5285, 0.0348, -0.0043, -0.3399, -0.0205, 0.0147, -0.2764, -0.0249, 0.0294, -0.0160, -0.3331, -0.0068, 0.0114, -0.2835, -0.0252, 0.0825, 0.0600, 0.0838, 0.1043, 0.0772, 0.0718, 0.0748, 0.1060, 0.0685, 0.0807, 0.0817, 0.1045, 0.0769, 0.0730, 0.0724, 0.0395, 0.0878, 0.0899, 0.1054, 0.0780, 0.0748, 0.0737, 0.6068, -1.0201, 0.6090, -0.8682, -0.1445, -0.0500, 0.0640],
  "orbital_gap_ev": [6.6, 4.5],
  "e_lumo_ev": [2.09, 0.18],
  "homo_energy_ev": [-4.49, -4.27],
  "spin_multiplicity": 8,
  "total_charge": -1,
  "s2": 16.051
}


Entry 3:
{
  "formula": "C6H26N2O6",
  "method": "wB97M-V/def2-TZVPD",
  "symbols": ["C", "N", "C", "C", "C", "C", "C", "N", "H", "H", "H", "H", "H", "H", "H", "H", "H", "H", "H", "H", "H", "H", "H", "H", "O", "H", "H", "O", "H", "H", "O", "H", "H", "O", "H", "H", "O", "H", "H", "O"],
  "coordinates": [[-1.7780, -0.2402, 0.9297], [-0.2800, -0.5354, 1.0877], [0.5316, 0.1407, 0.0579], [1.9132, -0.5359, 0.0984], [2.8659, -0.1753, 1.1933], [3.3732, -0.9449, 2.1399], [-2.4385, -1.3073, 0.0689], [-3.1052, -0.7272, -1.1200], [-2.2494, -0.1429, 1.8945], [-1.7865, 0.7329, 0.4009], [-0.3249, -1.5413, 1.0726], [0.5534, 1.2026, 0.2992], [0.2346, 0.0518, -1.0101], [2.4319, -0.2733, -0.8400], [1.7680, -1.6448, 0.1142], [2.9739, 0.9415, 1.1567], [3.8343, -0.4482, 2.9942], [3.4162, -2.0224, 2.0442], [-3.2421, -1.8987, 0.6504], [-1.7843, -2.1184, -0.2531], [-3.8481, -0.1225, -0.8089], [-3.5533, -1.4454, -1.6780], [-0.7412, -3.3952, -2.1275], [0.6870, -2.7831, -1.5902], [-0.1133, -3.2961, -1.4171], [1.5143, 0.7860, 2.7988], [1.1673, 1.2932, 4.1399], [1.3016, 1.6269, 3.2448], [1.0166, -0.6212, -2.6174], [1.7707, -1.4950, -3.4314], [1.6677, -1.3332, -2.4759], [-0.7180, 3.0468, -0.3334], [-1.0854, 3.5847, -1.7231], [-0.7729, 2.7878, -1.2771], [-0.4765, 4.1102, 1.7734], [0.2284, 2.7479, 1.8668], [-0.1722, 3.3687, 1.2409], [-1.3989, 1.6102, -2.8360], [-1.9509, 0.2934, -2.5039], [-1.4303, 0.7228, -3.2243]],
  "atomic_forces_ev_per_a": [[2.137, 0.429, -0.905], [-2.410, 1.099, 0.172], [0.671, -1.599, 0.431], [1.239, -0.815, -0.644], [-1.525, 1.764, -0.432], [0.534, 0.583, 0.201], [-2.474, -1.234, 0.336], [0.545, 0.010, -0.118], [-0.073, 0.024, 0.348], [-0.499, -0.386, 0.313], [1.239, -0.286, -0.472], [0.161, -0.038, -0.064], [-0.656, 0.037, 0.775], [-0.239, -0.234, 0.440], [0.012, 0.762, -0.259], [0.261, -0.922, 0.816], [0.400, -0.423, -0.256], [-0.466, -0.048, 0.307], [1.066, 0.946, -0.272], [0.465, 0.495, -0.114], [-0.199, 0.261, 0.032], [0.073, -0.080, 0.063], [0.482, 0.442, -0.629], [-0.477, 0.202, -0.976], [-0.083, -0.695, 1.556], [-0.114, 0.307, -0.310], [-0.182, 0.429, 0.116], [0.069, -0.626, 0.101], [-0.130, 0.064, 0.826], [0.549, -0.653, 0.352], [-0.548, 0.394, -2.059], [0.171, -0.181, -0.227], [0.110, -0.080, 0.055], [-0.360, 0.399, -0.196], [0.035, -0.055, -0.009], [0.104, -0.132, 0.231], [-0.056, 0.223, 0.352], [0.446, -0.050, -0.188], [0.190, -0.284, -0.489], [-0.468, -0.050, 0.794]],
  "lowdin_charge": [-0.1760, -0.0459, -0.2148, -0.2207, -0.2166, -0.0026, -0.2606, -0.0141, 0.0953, 0.1034, 0.0829, 0.0882, 0.0941, 0.1017, 0.1163, 0.1239, 0.0576, 0.0611, 0.1225, 0.0756, 0.0732, 0.0768, 0.0331, -0.0022, -0.0658, 0.0049, 0.0532, -0.0631, 0.0490, 0.0793, -0.0770, -0.0126, 0.0485, -0.0844, 0.0676, 0.0199, -0.0482, -0.0088, -0.0088, -0.1060],
  "orbital_gap_ev": 9.2,
  "e_lumo_ev": 0.59,
  "homo_energy_ev": -8.64,
  "smiles": "C=CCCNCCN.O.O.O.O.O.O",
  "spin_multiplicity": 1
}


Entry 4:
{
  "formula": "C3H7N2O2",
  "method": "wB97M-V/def2-TZVPD",
  "symbols": ["C", "C", "C", "N", "N", "O", "O", "H", "H", "H", "H", "H", "H", "H"],
  "coordinates": [[-1.8160, 0.1745, 0.1193], [-2.9566, -0.2713, -0.2392], [0.6386, 0.5436, -0.7187], [1.5103, -1.3472, 0.3161], [1.5760, 1.3601, 0.1085], [-0.7634, 0.4473, 0.6124], [0.7924, -0.6792, -0.8359], [-2.9238, -1.2608, -0.7278], [-3.9282, 0.3395, -0.3790], [0.6500, -1.6733, 0.7645], [2.0608, -2.1448, 0.0211], [1.1055, 2.1972, 0.3842], [2.3968, 1.5151, -0.4357], [1.6575, 0.7993, 1.0101]],
  "atomic_forces_ev_per_a": [[1.147, 0.433, 1.378], [-2.457, 0.276, -1.555], [-1.354, 2.936, -3.366], [-1.010, 0.713, 1.152], [-1.443, -3.040, 2.988], [-1.335, 0.044, 0.384], [2.013, -2.152, 0.182], [-0.090, 0.399, 0.444], [1.997, -0.953, 0.444], [0.703, -0.474, 0.331], [-0.221, -0.032, -0.820], [-0.314, 1.030, -0.381], [1.114, 0.171, -0.172], [1.251, 0.651, -1.009]],
  "lowdin_charge": [-0.1943, 0.0886, -0.1874, 0.1224, 0.2165, 0.0800, -0.0589, 0.1096, 0.1409, 0.0959, 0.1036, 0.1497, 0.1617, 0.1716],
  "orbital_gap_ev": 9.5,
  "e_lumo_ev": -3.62,
  "homo_energy_ev": -13.07,
  "spin_multiplicity": 1,
  "total_charge": 1
}